Entry 1:
The following is a quantum chemistry calculation of a cluster of 2 separate species, C3H6N2O2 in total at a distorted geometry, from the Open Molecules 2025 dataset.

The geometry in XYZ format:
```
13
Properties=species:S:1:pos:R:3:mulliken_charge:R:1
N 2.84 -0.39 -1.10 -0.5272
N 1.54 -0.07 -0.79 -0.0730
C 0.67 0.60 -1.31 0.5840
O -0.31 1.00 -1.81 -0.4508
H 2.88 -1.18 -1.74 0.2313
H 3.45 -0.16 -0.32 0.2328
C -1.28 0.61 1.74 -0.5681
C -1.78 -0.40 1.06 -0.0136
O -2.06 -0.41 -0.32 -0.4407
H -1.56 0.78 2.76 0.2482
H -0.53 1.25 1.30 0.1728
H -2.50 -1.07 1.53 0.3081
H -1.37 -0.57 -0.98 0.2962
```

The SMILES is NN=C=O.C=CO. The calculation puts the energy above the lowest of the compared OMol25 structures with the same formula, charge and spin at 110.30 kcal/mol.

Entry 2:
The following is a quantum chemistry calculation of a structure of composition C3H7N2S at a distorted geometry, from the Open Molecules 2025 dataset.

The geometry in XYZ format:
```
13
Properties=species:S:1:pos:R:3:mulliken_charge:R:1
C -1.43 1.01 0.41 0.0582
C 1.91 -0.91 -0.20 -0.5778
C -0.45 1.47 -0.35 -0.8883
N -0.40 -1.64 0.10 -0.2012
N 0.55 -1.05 -0.08 0.4716
S -2.34 -0.38 -0.17 -0.1080
H -1.67 1.39 1.39 0.3507
H 2.14 -0.49 -1.18 0.3016
H 2.41 -1.87 -0.07 0.3384
H 2.26 -0.19 0.55 0.3256
H -0.29 1.10 -1.35 0.4132
H 0.17 2.30 -0.05 0.2860
H -2.87 -0.75 1.01 0.2299
```

The total charge is +1. The calculation puts the energy above the lowest of the compared OMol25 structures with the same formula, charge and spin at 81.71 kcal/mol.

Entry 3:
The following is a quantum chemistry calculation of a structure of composition C30H41N9Ti, from the Open Molecules 2025 dataset.

The geometry in XYZ format:
```
81
Properties=species:S:1:pos:R:3:mulliken_charge:R:1
Ti -0.44 -0.35 0.10 -1.4829
C -2.82 2.64 -2.22 -1.5833
C -1.99 1.89 -1.25 0.3864
N -1.61 0.66 -1.40 0.8798
C -1.91 0.02 -2.70 -0.8668
C -1.82 -1.47 -2.56 -1.3394
N -0.68 -1.84 -1.67 -0.1985
C 0.60 -2.07 -2.42 -0.9444
C 1.41 -0.80 -2.36 -0.6561
N 1.44 -0.36 -0.94 0.6494
C 2.43 -1.14 -0.14 -0.4612
C 2.43 -0.62 1.30 -1.3073
N 1.19 0.17 1.43 1.2574
C 1.25 1.32 2.01 0.6021
C 2.35 1.76 2.91 -2.1233
C 0.20 2.26 1.57 0.2011
C 0.02 3.55 2.04 -0.5894
C -0.96 4.34 1.45 -1.5130
C -1.68 3.84 0.37 -0.8554
C -1.42 2.54 -0.05 0.5556
N -0.52 1.77 0.56 1.5960
H -2.26 2.78 -3.15 0.3740
H -3.11 3.62 -1.86 0.5230
H -3.73 2.09 -2.47 0.4058
H -1.18 0.41 -3.42 0.4707
H -2.89 0.29 -3.08 0.7253
H -1.72 -1.94 -3.53 0.5484
H -2.73 -1.86 -2.10 0.3617
H -0.93 -2.74 -1.28 0.3732
H 0.40 -2.38 -3.44 0.4760
H 1.12 -2.89 -1.93 0.4519
H 0.98 0.00 -2.95 0.2291
H 2.43 -0.97 -2.72 0.5494
H 1.70 0.65 -0.97 0.2696
H 3.42 -1.06 -0.59 0.6084
H 2.14 -2.19 -0.18 0.3986
H 3.29 0.03 1.46 0.6530
H 2.49 -1.41 2.04 0.3968
H 2.80 0.93 3.44 0.4762
H 1.99 2.48 3.64 0.6126
H 3.13 2.27 2.33 0.4198
H 0.62 3.94 2.85 0.5480
H -1.14 5.35 1.80 0.5751
H -2.42 4.45 -0.12 0.5239
N -2.62 -1.61 0.47 0.4267
C -2.93 -0.74 1.57 0.1544
C -4.15 -0.68 2.20 -1.0891
C -4.24 0.11 3.34 -0.5371
C -3.09 0.75 3.80 -1.1069
C -1.92 0.64 3.08 -0.2187
N -1.85 -0.07 1.95 0.8524
C -1.81 -2.71 0.93 0.2173
C -2.30 -3.95 1.24 -0.8506
C -1.41 -4.89 1.74 -0.6245
C -0.08 -4.52 1.92 -1.0795
C 0.32 -3.25 1.57 -0.2806
N -0.53 -2.35 1.04 0.9681
H -3.46 -1.93 -0.01 0.6242
H -5.00 -1.24 1.84 0.5127
H -5.17 0.18 3.89 0.5241
H -3.11 1.33 4.72 0.5347
H -1.02 1.13 3.42 0.5522
H -3.36 -4.18 1.11 0.5116
H -1.75 -5.89 2.00 0.5124
H 0.64 -5.22 2.33 0.5292
H 1.35 -2.96 1.69 0.2401
C 2.80 5.65 -1.96 -1.5248
C 3.15 4.31 -2.63 1.9597
C 2.83 4.35 -4.13 -1.5695
C 4.63 3.96 -2.40 -1.5449
C 2.33 3.25 -1.99 -0.4902
N 1.69 2.43 -1.49 -0.9463
H 3.40 6.43 -2.42 0.4161
H 3.03 5.63 -0.90 0.3762
H 1.75 5.90 -2.10 0.3778
H 3.44 5.13 -4.59 0.4160
H 1.78 4.59 -4.31 0.3897
H 3.07 3.40 -4.62 0.3940
H 5.24 4.73 -2.86 0.4207
H 4.89 3.00 -2.85 0.3951
H 4.87 3.93 -1.33 0.3800
```

The total charge is +4. The calculation puts the energy above the lowest of the compared OMol25 structures with the same formula, charge and spin at 0.00 kcal/mol.

Entry 4:
The following is a quantum chemistry calculation of a cluster of 3 separate species, C23H44BrN2O5S3 in total, from the Open Molecules 2025 dataset.

The geometry in XYZ format:
```
78
Properties=species:S:1:pos:R:3:mulliken_charge:R:1
C 2.87 -3.67 3.00 -1.4075
C 2.29 -2.26 3.13 -0.2896
C 2.42 -1.45 1.83 -0.8402
C 1.40 -0.32 1.72 -0.8426
C -0.07 -0.75 1.48 -0.0673
C -0.26 -2.15 0.89 -0.5553
C -1.63 -2.45 0.24 -0.3768
C -2.79 -1.55 0.65 -1.2229
N -3.38 -1.96 1.95 0.1734
C -3.31 -1.22 3.01 0.0905
S -4.19 -1.80 4.36 -0.1761
C -5.24 -2.82 3.15 0.8004
C -6.29 -1.92 2.51 -0.9565
S -7.41 -1.05 3.60 0.9857
O -8.38 -0.43 2.76 -0.5984
O -7.78 -1.93 4.66 -0.5383
N -5.77 -3.92 3.87 -0.5636
C -6.66 -4.66 3.48 0.4972
S -7.74 -5.64 3.01 -0.3036
C -4.10 -3.23 2.20 -0.5744
C -4.47 -4.09 1.01 -0.5740
C -3.63 -5.32 0.73 0.1500
O -3.54 -5.79 -0.35 -0.4442
Br -2.78 -6.17 2.24 -0.1025
H 3.95 -3.64 3.06 0.3858
H 2.63 -4.11 2.03 0.3229
H 2.51 -4.34 3.78 0.3488
H 1.24 -2.31 3.44 0.2527
H 2.86 -1.73 3.89 0.4265
H 3.41 -0.98 1.85 0.5054
H 2.44 -2.10 0.96 0.3239
H 1.44 0.24 2.66 0.3064
H 1.69 0.38 0.94 0.2216
H -0.60 -0.70 2.44 -0.0818
H -0.53 0.00 0.83 0.3672
H 0.50 -2.29 0.12 0.4503
H -0.04 -2.90 1.65 0.1834
H -1.90 -3.48 0.48 0.0123
H -1.56 -2.40 -0.85 0.5296
H -2.52 -0.50 0.75 0.7694
H -3.59 -1.60 -0.09 0.3387
H -2.77 -0.28 3.00 0.5505
H -6.95 -2.50 1.86 0.4421
H -5.83 -1.14 1.88 0.4011
H -6.60 -0.08 4.09 0.1705
H -3.42 -3.77 2.86 0.6813
H -5.50 -4.44 1.12 0.4117
H -4.46 -3.52 0.08 0.4067
C 2.08 5.54 -0.34 -1.0336
C 2.49 4.30 0.44 -0.3576
O 2.64 3.14 -0.36 -0.3894
C 3.62 3.22 -1.39 -0.1035
C 5.03 3.49 -0.89 -1.1279
H 1.15 5.37 -0.88 0.2965
H 1.93 6.38 0.35 0.3841
H 2.84 5.84 -1.06 0.2419
H 1.71 4.05 1.15 0.3277
H 3.40 4.50 1.01 0.3212
H 3.33 3.97 -2.14 0.1359
H 3.59 2.25 -1.89 0.2955
H 5.11 4.45 -0.39 0.3052
H 5.72 3.48 -1.73 0.3739
H 5.33 2.71 -0.18 0.3004
C 4.38 4.98 -5.20 -0.8369
C 4.79 3.54 -5.43 -0.4146
O 3.79 2.59 -5.10 -0.4162
C 2.57 2.69 -5.82 -0.3001
C 2.72 2.53 -7.32 -1.0950
H 4.08 5.14 -4.17 0.0953
H 5.21 5.64 -5.43 0.4023
H 3.54 5.28 -5.84 0.2850
H 5.63 3.29 -4.79 0.3490
H 5.13 3.40 -6.46 0.3648
H 2.06 3.63 -5.58 0.2966
H 1.95 1.88 -5.42 0.3488
H 3.32 3.33 -7.76 0.2724
H 1.73 2.56 -7.79 0.3965
H 3.19 1.58 -7.56 0.2917
```

The total charge is +1.

no.,orbital gap (Ha)
1,0.358
2,0.313
3,0.264
4,0.242